The following is a quantum chemistry calculation of a molecular structure, C17H34BiGeN4O4 at a distorted geometry, from OMol25.

Each line ends with the Mulliken charge.
Atoms and positions in Å:
Bi  0.277  -2.233  0.111  0.893
O  -3.826  1.254  -2.692  -0.447
C  -3.999  -0.035  -2.919  0.531
O  -4.941  -0.500  -3.480  -0.462
C  -2.928  -1.008  -2.457  0.379
C  -2.986  -2.344  -2.862  -0.338
N  -1.995  -3.004  -2.266  -0.167
N  -1.264  -2.177  -1.492  -0.165
C  -1.845  -0.959  -1.596  -0.332
C  -1.253  0.155  -0.805  1.035
O  -1.602  1.290  -0.876  -0.587
O  -0.248  -0.241  0.021  -0.419
H  -3.046  1.457  -2.152  0.378
H  -3.688  -2.823  -3.530  0.551
H  -1.759  -3.982  -2.371  0.244
C  0.526  -0.356  6.142  -1.476
C  1.504  -0.042  4.981  1.364
C  1.283  1.350  4.416  -1.865
C  2.945  -0.289  5.408  -1.522
N  1.153  -1.083  3.962  0.139
N  0.137  -0.980  3.082  -0.484
H  0.773  0.355  6.932  0.423
H  0.664  -1.362  6.540  0.426
H  -0.512  -0.202  5.847  0.416
H  1.666  2.074  5.134  0.446
H  0.227  1.589  4.268  0.472
H  1.835  1.500  3.486  0.421
H  3.149  0.305  6.298  0.426
H  3.645  0.014  4.630  0.362
H  3.122  -1.335  5.666  0.462
H  1.304  -2.044  4.271  0.421
H  -0.014  0.000  2.843  0.259
H  -0.723  -1.411  3.435  0.307
C  4.725  -0.227  -3.788  -0.490
C  4.749  -1.725  -4.023  -0.587
C  4.971  -2.478  -2.723  -0.612
C  3.666  -2.692  -1.910  -0.670
Ge  2.758  -1.025  -1.487  -0.131
C  3.292  0.114  -0.007  -0.497
C  4.698  0.734  -0.234  -0.622
C  4.644  2.028  -1.040  -0.390
C  6.035  2.554  -1.375  -1.466
H  4.429  0.342  -4.669  0.406
H  5.692  0.141  -3.445  0.297
H  3.998  0.067  -2.997  -0.290
H  5.548  -1.970  -4.723  0.356
H  3.825  -2.061  -4.502  0.302
H  5.717  -1.973  -2.106  0.282
H  5.354  -3.483  -2.910  0.371
H  3.895  -3.212  -0.977  0.517
H  2.976  -3.318  -2.480  0.444
H  1.897  -0.385  -2.584  0.260
H  3.295  -0.509  0.894  0.407
H  2.545  0.898  0.125  0.442
H  5.391  0.013  -0.678  0.213
H  5.104  0.952  0.757  0.503
H  4.096  2.772  -0.456  0.452
H  4.066  1.890  -1.960  0.323
H  6.538  2.931  -0.484  0.398
H  5.980  3.370  -2.093  0.368
H  6.665  1.771  -1.801  0.323

Summary:
HOMO-LUMO gap (spin up / spin down) (eV): 5.409 / 6.102
Total charge: +3